{
  "formula": "C56H52AsIrN5OSi",
  "method": "ωB97M-V/def2-TZVPD",
  "elements": ["Ir", "N", "C", "C", "C", "C", "C", "N", "C", "C", "C", "C", "C", "N", "H", "H", "H", "H", "H", "H", "H", "H", "H", "C", "Si", "C", "C", "N", "C", "C", "C", "C", "C", "C", "O", "C", "C", "C", "C", "C", "C", "H", "H", "H", "H", "H", "H", "H", "H", "H", "H", "H", "H", "H", "H", "H", "H", "H", "H", "C", "C", "C", "C", "C", "C", "As", "C", "C", "C", "C", "C", "C", "C", "C", "C", "C", "C", "C", "H", "H", "H", "H", "H", "H", "H", "H", "H", "H", "H", "H", "H", "H", "H", "N", "C", "C", "C", "C", "C", "C", "C", "C", "C", "C", "C", "C", "C", "H", "H", "H", "H", "H", "H", "H", "H", "H", "H"],
  "positions_angstrom": [[0.73484, 0.20682, 0.03088], [3.18494, -0.12156, 2.53602], [1.96453, 0.22386, 3.06012], [1.81875, 0.15101, 4.44891], [0.64413, 0.55627, 5.02742], [-0.37145, 1.04729, 4.21009], [-0.16130, 1.06468, 2.85892], [0.98025, 0.64139, 2.26561], [3.76197, 0.20456, 1.32522], [5.15373, 0.16299, 1.25576], [5.78577, 0.51211, 0.08493], [5.01196, 0.90245, -1.00262], [3.64899, 0.90779, -0.86220], [3.01151, 0.55245, 0.27673], [3.84214, -0.45367, 3.22237], [2.64121, -0.20568, 5.05685], [0.52146, 0.52314, 6.10194], [-1.29933, 1.41131, 4.62857], [-0.91447, 1.44706, 2.19022], [5.72561, -0.11820, 2.13165], [6.86601, 0.49952, 0.02198], [5.46336, 1.19790, -1.93918], [3.01337, 1.20750, -1.67997], [-0.36266, -1.78351, -2.80196], [1.09854, -0.65435, -3.11641], [1.20052, -0.41174, -4.96623], [2.68835, -1.50375, -2.58438], [0.88190, 0.74563, -2.03458], [1.05985, 2.09024, -2.34965], [1.15711, 2.55221, -3.67338], [1.49621, 3.85890, -3.97619], [1.74609, 4.76470, -2.96037], [1.57768, 4.36000, -1.64913], [1.20263, 3.05825, -1.36113], [1.00981, 2.58988, -0.05559], [1.08070, 3.50567, 1.01830], [0.18008, 4.54737, 1.12890], [0.22646, 5.37443, 2.24204], [1.16473, 5.15574, 3.24121], [2.08077, 4.12357, 3.10655], [2.04883, 3.30543, 1.98553], [-0.02416, -2.82221, -2.72458], [-1.09043, -1.72686, -3.61409], [-0.86558, -1.51398, -1.87941], [1.27890, -1.40770, -5.41412], [2.07882, 0.15370, -5.28362], [0.31027, 0.06054, -5.38802], [2.74139, -2.49617, -3.04530], [2.74312, -1.63714, -1.50376], [3.57046, -0.94583, -2.90967], [0.97432, 1.84954, -4.47171], [1.57439, 4.16811, -5.01038], [2.05958, 5.77602, -3.17824], [1.75128, 5.06673, -0.84917], [-0.54042, 4.72428, 0.35109], [-0.48015, 6.19036, 2.32659], [1.19029, 5.79983, 4.11048], [2.82855, 3.95948, 3.87231], [2.78790, 2.53058, 1.84340], [-4.33408, 0.06477, -3.97496], [-4.97713, -0.27153, -2.78947], [-4.30275, -0.18311, -1.58121], [-2.97261, 0.23066, -1.56314], [-2.34249, 0.60715, -2.74342], [-3.02209, 0.51709, -3.94980], [-2.04233, 0.45038, 0.12245], [-2.85619, -0.82074, 1.32997], [-3.34623, -2.03557, 0.86473], [-3.91399, -2.94557, 1.74415], [-3.99223, -2.65400, 3.09758], [-3.50937, -1.43910, 3.57052], [-2.93376, -0.53512, 2.69322], [-2.93470, 2.11202, 0.58543], [-4.08160, 2.14713, 1.37421], [-4.73444, 3.35333, 1.58329], [-4.24536, 4.52213, 1.01544], [-3.12709, 4.47694, 0.19448], [-2.47754, 3.27274, -0.02535], [-4.86032, -0.02098, -4.91708], [-6.00560, -0.60809, -2.80385], [-4.81558, -0.42433, -0.65887], [-1.31953, 0.96407, -2.71728], [-2.52706, 0.79468, -4.87202], [-3.30505, -2.26643, -0.18884], [-4.28735, -3.89026, 1.36868], [-4.41483, -3.37305, 3.78749], [-3.58430, -1.19839, 4.62339], [-2.58063, 0.41346, 3.06646], [-4.47605, 1.23950, 1.80920], [-5.63371, 3.37582, 2.18468], [-4.73484, 5.46650, 1.21362], [-2.77596, 5.38251, -0.28554], [-1.63010, 3.21584, -0.70138], [0.25118, -1.66225, 0.27185], [0.44113, -2.91210, 0.24617], [1.82098, -3.48539, 0.14489], [2.88306, -2.87079, 0.79095], [4.15903, -3.39923, 0.68880], [4.37560, -4.54218, -0.06946], [3.31490, -5.15436, -0.72347], [2.03634, -4.62816, -0.62285], [-0.66340, -3.92136, 0.29756], [-0.52960, -5.01173, 1.15795], [-1.48031, -6.01830, 1.15277], [-2.55624, -5.95470, 0.27590], [-2.69915, -4.86617, -0.57074], [-1.75824, -3.84577, -0.55812], [2.68342, -2.00659, 1.40000], [4.98728, -2.93115, 1.20652], [5.37074, -4.96260, -0.14345], [3.48308, -6.05014, -1.30730], [1.20978, -5.09917, -1.13952], [0.32353, -5.07824, 1.82169], [-1.36157, -6.86634, 1.81367], [-3.27870, -6.76043, 0.24382], [-3.53370, -4.81702, -1.25879], [-1.83638, -3.02519, -1.25112]],
  "mulliken_spin": [0.129, 0.000, 0.002, 0.003, -0.003, 0.003, -0.003, -0.009, 0.004, 0.004, 0.001, 0.001, 0.003, -0.006, 0.000, 0.000, 0.000, 0.000, -0.008, 0.000, 0.000, 0.000, -0.003, -0.002, -0.006, -0.001, -0.001, -0.008, -0.001, 0.002, -0.003, 0.003, -0.006, 0.006, 0.017, 0.006, 0.001, 0.001, -0.001, 0.001, -0.004, 0.004, 0.000, 0.012, 0.000, 0.000, 0.000, 0.000, -0.001, 0.000, 0.000, 0.000, 0.000, -0.001, 0.000, 0.000, 0.000, 0.000, 0.000, 0.000, -0.002, -0.001, 0.007, 0.011, -0.001, 0.046, 0.025, -0.004, 0.000, -0.001, -0.001, -0.001, 0.018, 0.001, -0.001, 0.000, -0.002, 0.003, 0.000, 0.000, 0.000, -0.006, 0.000, 0.000, 0.000, 0.000, 0.000, 0.000, -0.001, 0.000, 0.000, 0.000, -0.002, 0.731, -0.008, 0.033, 0.000, 0.002, -0.006, 0.008, -0.003, 0.047, -0.008, 0.007, -0.007, 0.003, 0.001, -0.014, 0.000, 0.000, 0.000, 0.001, 0.000, 0.000, 0.000, 0.000, -0.008],
  "multiplicity": 2,
  "fmax_ev_per_a": 4.096,
  "e_tot_ha": -5143.29987,
  "homo_lumo_gap_ev": [5.787, 5.099],
  "total_charge": 2,
  "homo_energy_ha": [-0.4392, -0.4383],
  "s2": 0.776
}